Here is a structure of composition C10H13NOPm from OMol25. Energies are from ωB97M-V/def2-TZVPD.

XYZ file:
```
26
Properties=species:S:1:pos:R:3:forces:R:3
C 1.1676 1.6876 -1.2118 0.42 0.18 0.25
C 1.8414 0.6412 -0.5181 0.20 0.58 0.43
C 1.4864 0.7250 0.8610 0.66 0.90 -0.12
C 0.5893 1.8277 1.0150 1.00 0.18 -0.37
C 0.4009 2.4251 -0.2664 0.59 -0.07 0.29
Pm -0.6996 -0.0080 -0.3417 -1.91 1.74 2.68
C 0.1021 -2.4205 -0.8117 0.31 -0.93 -0.42
C -0.0880 -1.6909 -1.9149 1.02 -2.55 -2.61
C -0.0200 -1.2781 -3.1746 -0.31 0.43 0.27
N -1.8198 0.6573 -1.8858 -1.32 0.36 -0.31
H 1.8218 0.0566 1.6569 -0.21 0.23 -0.35
H 2.4837 -0.1196 -0.9651 -0.17 0.28 0.11
H 0.1356 2.1502 1.9541 0.12 -0.16 -0.42
H -0.2307 3.2901 -0.4782 0.20 -0.41 0.01
H 1.2292 1.8807 -2.2831 -0.16 -0.11 0.39
H 1.0786 -2.5272 -0.3055 -0.53 0.59 -0.28
H -2.5807 1.2606 -2.2382 0.44 -0.20 -0.07
H -0.6838 -3.0686 -0.3870 0.21 0.48 -0.36
H 0.4029 -1.8912 -3.9755 0.07 -0.33 0.41
H -0.4175 -0.3032 -3.4909 0.25 -0.55 0.50
C -0.8059 -0.5116 3.5558 -1.32 -0.87 0.45
C -1.2086 -0.4934 2.1362 3.77 1.85 -2.66
O -2.1631 -0.7924 1.4332 -2.94 -1.51 1.40
H -0.8125 0.5319 3.8999 0.00 -0.28 0.00
H 0.2324 -0.8725 3.5558 -0.35 0.19 0.16
H -1.4419 -1.1567 4.1806 -0.05 0.01 0.63
```
Positions in Å, forces in eV/Å.

Results
HOMO level (alpha / beta) = -2.25 / -2.25 eV
E = -1127.0031 Eh
Kohn-Sham gap (alpha / beta) = 5.215 / 5.205 eV
energy above the lowest of the compared OMol25 structures with the same formula, charge and spin = 11.26 kcal/mol
spin multiplicity = 5
total charge = -1
<S²> = 6.053

Table of Löwdin atomic charges, one value per atom, all in e: C -0.24; C -0.26; C -0.27; C -0.26; C -0.23; Pm 1.26; C -0.11; C -0.36; C -0.02; N -0.40; H 0.08; H 0.09; H 0.08; H 0.09; H 0.09; H 0.08; H -0.16; H 0.07; H 0.05; H 0.03; C -0.14; C -0.47; O -0.19; H 0.07; H 0.06; H 0.05

Here is the ion C10H13O4P with charge -2 from OMol25. Energies are from ωB97M-V/def2-TZVPD.

XYZ file:
```
28
Properties=species:S:1:pos:R:3:forces:R:3
C -0.4841 0.3596 1.0369 -1.20 -0.10 -0.33
C -1.5842 0.9578 0.5645 -0.07 0.50 0.58
C 0.3884 -0.4862 0.2315 0.09 -0.89 1.37
C 1.8650 -0.2276 0.3134 1.81 -3.04 -1.57
C 0.3481 -1.9569 -0.2204 0.09 -1.51 0.79
C 1.2154 -0.2018 -0.9717 -0.60 -1.67 -3.38
C -0.0689 0.4184 2.4818 -1.56 2.78 0.72
C 1.1827 0.7383 -2.1454 -1.74 -0.22 -0.71
C -3.7413 0.5817 -0.3909 0.47 -2.67 -0.47
C -2.2771 0.7536 -0.7593 1.63 -1.90 1.88
O 4.8245 -0.6098 0.1218 0.83 0.19 -1.90
O 2.5265 0.8220 0.7769 2.44 2.38 1.75
O 3.6702 -1.0727 2.2671 -0.25 -0.96 2.21
O 1.0436 -1.6200 -1.4167 0.97 0.38 -0.47
P 3.5720 -0.6724 0.8713 -3.16 2.02 -0.05
H 0.9759 -2.7330 0.4554 -1.35 1.66 -1.24
H -0.6325 -2.4349 -0.5062 0.63 0.57 0.57
H 0.9726 0.2729 2.5987 1.09 -0.21 0.33
H -0.6334 -0.2668 3.1108 -0.02 -0.34 0.07
H -0.3511 1.4845 2.8768 0.54 -1.78 -0.53
H 0.3430 0.3608 -2.8952 1.84 0.76 1.42
H 2.1271 0.9456 -2.6521 0.21 -0.79 -0.07
H 0.9091 1.7358 -1.8350 -0.52 0.30 0.40
H -3.8341 -0.2694 0.3941 -0.03 1.78 -1.06
H -4.0124 0.1497 -1.3418 -1.67 -0.34 -0.53
H -4.2929 1.4794 -0.1845 -0.06 0.29 0.44
H -2.1190 1.6180 -1.3090 0.05 1.85 -1.33
H -1.9329 -0.1266 -1.4728 -0.47 0.92 1.09
```
Positions in Å, forces in eV/Å.

Results
HOMO level = 0.77 eV
E = -1030.9702 Eh
Kohn-Sham gap = 5.217 eV
energy above the lowest of the compared OMol25 structures with the same formula, charge and spin = 169.35 kcal/mol
total charge = -2

Table of Löwdin atomic charges, one value per atom, all in e: C -0.34; C -0.12; C -0.24; C -0.49; C -0.13; C -0.35; C -0.11; C 0.00; C -0.22; C -0.40; O -0.37; O -0.14; O -0.37; O -0.11; P 0.45; H 0.14; H 0.11; H 0.03; H 0.04; H 0.08; H 0.11; H 0.06; H 0.06; H 0.09; H 0.02; H 0.03; H 0.05; H 0.11